# 1
{
  "formula": "C2H4F2NO",
  "method": "wB97M-V/def2-TZVPD",
  "de_lowest_kcal_mol": 37.92,
  "energy_ha": -408.2010,
  "fmax_ha_per_bohr": 0.050,
  "total_charge": -1,
  "e_lumo_ev": [4.6, 4.4],
  "orbital_gap_ev": [7.09, 6.29],
  "elements": ["C", "C", "N", "O", "F", "F", "H", "H", "H", "H"],
  "coordinates": [[0.485026, 1.266751, -0.021272], [0.723499, -0.276619, -0.055541], [-1.383240, -1.505774, 0.699376], [-2.429289, -0.811156, 0.380379], [0.950280, -0.490581, -1.439778], [1.838142, -0.720478, 0.562303], [0.245239, 1.598542, 0.930842], [1.241136, 1.964583, -0.479885], [-0.474817, 1.288253, -0.603943], [-1.195978, -2.313519, 0.027517]],
  "forces_ev_per_a": [[-0.4, -1.6, -2.0], [-1.6, 1.2, -1.0], [-0.6, 1.1, 0.2], [1.6, -1.5, -0.1], [0.3, -0.5, 0.1], [0.9, 0.1, 0.4], [-0.4, 0.6, 2.0], [-0.4, -0.9, 0.2], [0.8, 0.4, 0.4], [-0.4, 1.0, -0.1]],
  "lowdin_charge": [-0.091, -0.418, -0.164, -0.349, -0.107, -0.028, 0.018, 0.066, 0.070, 0.004]
}

***

# 2
{
  "formula": "C2H4F2Si",
  "method": "wB97M-V/def2-TZVPD",
  "smiles": "F[SiH3].C#CF",
  "de_lowest_kcal_mol": 114.75,
  "energy_ha": -567.7401,
  "fmax_ha_per_bohr": 0.048,
  "total_charge": 0,
  "e_lumo_ev": 0.7,
  "orbital_gap_ev": 11.65,
  "elements": ["F", "Si", "H", "H", "H", "C", "C", "F", "H"],
  "coordinates": [[3.378037, -0.580387, -0.251500], [1.839522, -0.329251, 0.157076], [1.602418, 1.089711, -0.367495], [1.523733, -0.429099, 1.601336], [1.104880, -1.441211, -0.774623], [-1.772929, 0.703335, -0.267418], [-2.766916, 0.115529, 0.025477], [-3.860593, -0.577334, 0.093390], [-1.048154, 1.448709, -0.216239]],
  "forces_ev_per_a": [[0.0, 0.0, 0.6], [-0.8, -0.5, -2.3], [-0.1, -0.9, 0.5], [0.2, -0.1, -0.2], [0.6, 1.5, 1.4], [-0.4, 0.1, 0.5], [-1.4, -1.0, -0.5], [0.9, 0.5, 0.2], [0.9, 0.5, -0.2]],
  "lowdin_charge": [-0.312, 0.516, -0.072, -0.086, -0.039, 0.087, -0.209, 0.112, 0.004]
}